No. 1
{"formula": "C2H3F2O2Si", "method": "the ωB97M-V functional and the def2-TZVPD basis", "homo_ev": -4.36, "e_above_lowest_ev": 5.746, "charge": -1, "largest_force_ev_per_a": 3.29, "symbols": ["C", "C", "O", "O", "F", "F", "Si", "H", "H", "H"], "positions_angstrom": [[-1.145, 0.711, -0.198], [-0.914, -0.728, 0.016], [0.093, 1.229, -0.033], [-2.056, 1.401, -0.600], [-1.919, -1.445, -1.058], [-1.301, -1.223, 1.235], [1.298, 0.079, 0.041], [1.782, -0.619, -1.037], [2.204, 1.191, 0.364], [1.957, -0.595, 1.270]], "forces_ev_per_angstrom": [[-0.5220, 1.7756, -0.6807], [-0.6235, -2.8052, -1.6005], [-1.4121, 1.2051, 0.0672], [0.2426, -0.8038, 0.4997], [1.9392, 1.2513, 2.2706], [-0.4069, 0.4048, -0.4605], [0.2732, -0.2390, 2.9492], [0.7057, -0.9793, -2.1588], [0.9902, 0.6733, -0.5507], [-1.1864, -0.4827, -0.3354]]}

No. 2
{"formula": "C3H6N2", "method": "the ωB97M-V functional and the def2-TZVPD basis", "homo_ev": -9.21, "e_above_lowest_ev": 1.019, "smiles": "[H]/N=C(\\N)C=C", "largest_force_ev_per_a": 2.15, "symbols": ["C", "C", "C", "H", "H", "H", "H", "H", "H", "N", "N"], "positions_angstrom": [[-0.138, -0.465, -0.136], [-0.164, 0.927, 0.422], [0.791, 1.849, 0.181], [-1.408, -1.191, 1.443], [-0.841, -2.316, 0.180], [0.565, -1.662, -1.365], [-1.032, 1.144, 1.164], [0.627, 2.860, 0.606], [1.681, 1.681, -0.484], [-0.931, -1.384, 0.544], [0.570, -0.670, -1.165]], "forces_ev_per_angstrom": [[-0.5241, 1.2816, 1.1566], [-0.4730, 0.5795, 1.1320], [-0.7032, -0.0614, -0.0746], [0.8216, -0.2765, -1.2844], [-0.3873, -0.2353, 0.4852], [0.0819, -0.3705, -0.4669], [1.5791, -0.1558, -1.4498], [0.4163, -0.7730, -0.2747], [-1.1735, -0.0036, 0.7652], [0.1384, 0.5096, 0.0848], [0.2238, -0.4946, -0.0736]]}

No. 3
{"formula": "C3H20N2O7S", "method": "the ωB97M-V functional and the def2-TZVPD basis", "homo_ev": -9.46, "e_above_lowest_ev": 0.051, "smiles": "NC(=O)[C@@H](N)CS.O.O.O.O.O.O", "largest_force_ev_per_a": 0.94, "symbols": ["N", "C", "C", "S", "C", "N", "O", "H", "H", "H", "H", "H", "H", "H", "H", "H", "H", "O", "H", "H", "O", "H", "H", "O", "H", "H", "O", "H", "H", "O", "H", "H", "O"], "positions_angstrom": [[-0.531, 0.582, 2.154], [0.743, 0.901, 1.530], [1.962, 0.918, 2.471], [1.859, 2.099, 3.835], [0.958, -0.175, 0.482], [1.212, 0.239, -0.752], [0.865, -1.359, 0.822], [-0.566, -0.378, 2.445], [-0.766, 1.230, 2.889], [0.689, 1.874, 1.045], [2.840, 1.210, 1.887], [2.197, -0.096, 2.786], [0.763, 1.569, 4.390], [1.019, 1.189, -1.068], [1.259, -0.396, -1.539], [0.624, -2.840, 2.180], [-0.302, -4.025, 1.917], [-0.148, -3.304, 2.536], [-0.193, -2.409, -0.263], [-0.028, -2.302, -1.730], [-0.627, -2.709, -1.092], [-2.002, -1.260, -0.727], [-1.821, 0.250, -0.468], [-2.042, -0.386, -1.159], [-2.278, 0.814, -3.981], [-2.747, -0.253, -2.883], [-2.999, 0.274, -3.663], [-0.742, -0.464, -2.826], [0.044, -0.383, -4.229], [0.112, -0.437, -3.275], [0.270, 3.583, -1.984], [0.058, 3.485, -0.481], [0.318, 2.958, -1.251]], "forces_ev_per_angstrom": [[-0.0331, 0.6415, -0.6527], [0.0532, -0.0860, 0.3996], [0.3694, -0.1431, -0.5637], [-0.0505, -0.1303, -0.1845], [-0.1849, -0.0649, 0.1680], [0.1191, 0.3244, -0.8694], [0.3987, 0.1793, -0.1747], [0.0098, -0.3721, 0.3087], [-0.0573, -0.1000, 0.1469], [-0.1295, 0.0704, 0.0216], [-0.0486, 0.2338, 0.0550], [-0.2388, -0.0661, 0.4205], [0.0112, -0.0287, 0.1486], [0.1035, -0.1374, 0.5787], [0.0293, -0.2653, 0.2745], [-0.2640, 0.0363, -0.0443], [-0.0195, -0.0072, 0.0261], [0.1315, -0.0692, 0.0807], [-0.1762, -0.2918, -0.1718], [-0.2175, -0.1899, -0.3892], [0.4346, 0.0581, 0.5390], [0.2382, 0.2032, -0.3999], [-0.1136, 0.0385, -0.0205], [-0.0588, -0.1742, 0.3681], [0.2838, -0.0624, 0.3619], [0.1309, 0.7593, -0.1926], [-0.6944, -0.4244, -0.3269], [-0.2786, 0.0840, -0.2810], [-0.5120, -0.1448, 0.0501], [0.8307, -0.0328, 0.3611], [0.0404, -0.1482, -0.0620], [0.0533, -0.1883, -0.1519], [-0.1603, 0.4982, 0.1761]]}

No. 4
{"formula": "C10H24EuINO2Si2", "method": "the ωB97M-V functional and the def2-TZVPD basis", "homo_ev": [-12.56, -12.56], "spin_multiplicity": 8, "charge": 2, "s2": 15.759, "largest_force_ev_per_a": 1.86, "symbols": ["C", "C", "N", "C", "C", "Si", "O", "Si", "I", "C", "C", "C", "C", "C", "C", "O", "H", "H", "H", "H", "H", "H", "H", "H", "H", "H", "H", "H", "H", "H", "H", "H", "H", "H", "H", "H", "H", "H", "H", "H", "Eu"], "positions_angstrom": [[-0.653, -2.582, 5.257], [-0.226, -1.802, 4.013], [-1.044, -2.057, 2.822], [-0.367, -2.644, 1.669], [0.432, -1.631, 0.821], [0.306, -2.237, -0.927], [0.975, -1.110, -1.998], [1.053, 0.486, -1.897], [-1.201, 1.424, -1.569], [1.628, 1.108, -3.582], [1.492, 2.608, -3.895], [1.781, 3.588, -2.748], [0.094, 2.916, -4.500], [-2.089, -1.221, 2.497], [-2.722, -0.427, 3.613], [-2.458, -1.107, 1.338], [-1.735, -2.697, 5.300], [-0.222, -3.583, 5.268], [-0.330, -2.071, 6.165], [0.790, -2.103, 3.748], [-0.175, -0.729, 4.221], [0.281, -3.444, 2.030], [-1.157, -3.117, 1.079], [-0.047, -0.653, 0.931], [1.473, -1.539, 1.141], [-1.107, -2.371, -1.318], [1.033, -3.502, -1.105], [1.901, 1.005, -0.812], [2.670, 0.808, -3.728], [1.047, 0.512, -4.293], [2.239, 2.826, -4.672], [1.902, 4.635, -3.112], [2.733, 3.370, -2.262], [0.995, 3.574, -1.988], [-0.630, 2.106, -4.441], [-0.371, 3.757, -3.969], [0.180, 3.152, -5.578], [-2.771, -0.964, 4.554], [-2.148, 0.492, 3.775], [-3.717, -0.139, 3.283], [0.164, 5.362, -5.129]], "forces_ev_per_angstrom": [[-0.0694, -0.0301, 0.0004], [0.1492, -0.1700, 0.1604], [0.1121, 0.4803, -0.2250], [-0.2199, -0.2671, 0.3031], [-0.0402, -0.0021, 0.0559], [-0.1744, -0.0896, -0.0670], [0.1094, 0.0000, 0.1463], [0.0638, 0.1411, -0.2591], [-0.1123, 0.0361, 0.1445], [-0.0116, 0.0016, 0.2644], [0.0909, 0.2554, -0.4018], [-0.0001, -0.1546, 0.0568], [0.1922, -0.6244, -0.1266], [0.3362, -0.1153, 0.1438], [-0.0262, 0.1278, -0.1724], [-0.1601, 0.0199, -0.0402], [0.0029, 0.0459, 0.0208], [-0.0293, 0.0017, -0.0559], [0.0325, -0.0278, -0.0415], [0.0110, 0.1241, 0.0339], [-0.1221, -0.0765, -0.0065], [-0.0075, 0.0455, -0.0037], [0.1107, 0.0271, -0.0694], [0.0364, -0.0336, -0.1607], [-0.0529, -0.0590, 0.1011], [0.0244, -0.0212, -0.0075], [0.0436, 0.0262, -0.0821], [-0.0419, 0.0086, 0.0430], [-0.0297, -0.0145, 0.1191], [0.0982, 0.0974, -0.1038], [-0.0927, -0.0511, -0.0280], [-0.0418, -0.0168, -0.0099], [-0.0131, 0.0444, -0.0410], [0.0485, 0.0015, -0.0154], [0.0510, -0.0309, 0.1278], [-0.6824, -0.8823, 0.8528], [-0.1333, -0.3846, -0.3009], [-0.0199, -0.0295, 0.0387], [-0.0036, -0.0784, -0.0009], [-0.0162, -0.0334, 0.0647], [0.5875, 1.7080, -0.4583]]}

No. 5
{"formula": "C5H7NO", "method": "the ωB97M-V functional and the def2-TZVPD basis", "homo_ev": -7.63, "e_above_lowest_ev": 0.661, "smiles": "Cc1coc(N)c1", "largest_force_ev_per_a": 0.28, "symbols": ["C", "C", "C", "O", "C", "N", "C", "H", "H", "H", "H", "H", "H", "H"], "positions_angstrom": [[-2.282, 0.219, 0.071], [-0.826, -0.143, -0.018], [-0.265, -1.375, 0.037], [1.106, -1.280, -0.038], [1.401, 0.031, -0.135], [2.754, 0.328, -0.261], [0.270, 0.785, -0.136], [-2.710, -0.095, 1.032], [-2.875, -0.242, -0.728], [-2.408, 1.304, -0.006], [-0.655, -2.377, 0.140], [3.334, -0.307, 0.274], [2.958, 1.289, -0.020], [0.199, 1.863, -0.211]], "forces_ev_per_angstrom": [[-0.0624, 0.0012, 0.0338], [0.0346, -0.1887, 0.0152], [-0.2667, 0.0826, 0.0233], [0.0935, 0.1296, -0.0022], [-0.0890, 0.0861, 0.0159], [-0.0470, 0.0193, 0.1078], [0.0563, 0.0079, -0.0091], [0.0667, 0.0569, -0.2095], [0.1437, 0.0707, 0.1532], [0.0171, -0.1912, -0.0016], [0.0494, 0.1962, -0.0289], [-0.0401, 0.0683, -0.0851], [-0.0144, -0.1324, -0.0491], [0.0584, -0.2064, 0.0363]]}

No. 6
{"formula": "C5H23NO7", "method": "the ωB97M-V functional and the def2-TZVPD basis", "homo_ev": -7.41, "e_above_lowest_ev": 1.817, "smiles": "C=C/C=C/NC.O.O.O.O.O.O.O", "largest_force_ev_per_a": 2.51, "symbols": ["C", "N", "C", "C", "C", "C", "H", "H", "H", "H", "H", "H", "H", "H", "H", "H", "H", "O", "H", "H", "O", "H", "H", "O", "H", "H", "O", "H", "H", "O", "H", "H", "O", "H", "H", "O"], "positions_angstrom": [[3.302, -0.445, -1.298], [1.998, -0.892, -0.847], [1.715, -1.056, 0.486], [0.483, -0.803, 0.974], [0.092, -0.895, 2.361], [-1.066, -0.463, 2.879], [3.733, -1.153, -2.041], [3.382, 0.537, -1.728], [4.001, -0.488, -0.443], [1.294, -0.420, -1.401], [2.546, -1.432, 1.070], [-0.323, -0.505, 0.321], [0.737, -1.472, 3.032], [-1.304, -0.670, 3.920], [-1.895, 0.040, 2.391], [0.749, 1.529, 2.259], [-0.012, 2.778, 1.759], [0.793, 2.503, 2.218], [-2.445, -1.272, 0.717], [-3.819, -2.012, 0.700], [-2.889, -2.108, 0.515], [-0.445, 1.408, -1.517], [0.231, 2.563, -0.674], [-0.574, 2.059, -0.816], [2.904, 3.306, -0.001], [1.999, 2.325, 0.948], [2.483, 2.433, 0.090], [-2.383, 1.267, -0.652], [-2.072, -0.252, -0.773], [-2.614, 0.392, -0.317], [-0.885, -0.818, -2.621], [-0.949, 0.415, -3.456], [-0.387, 0.044, -2.738], [-2.215, -2.298, -1.106], [-1.622, -2.763, -2.417], [-2.059, -1.998, -2.025]], "forces_ev_per_angstrom": [[1.6574, -1.8232, 0.4532], [0.1193, 0.5787, -0.7937], [-0.6467, 0.5547, -0.7080], [0.1905, -0.1879, 0.5140], [-0.2919, -0.7063, 0.2971], [-0.2945, -0.1901, 0.8036], [-0.3629, 0.3338, 0.2781], [-0.5468, 0.5791, 0.0723], [-0.2277, 0.1983, -0.3260], [-0.3317, -0.2752, 0.3547], [-0.0630, 0.1639, 0.2677], [0.2157, 0.3945, -0.3823], [0.0488, 0.3713, -0.1298], [0.2947, 0.0272, -0.0765], [0.4266, 0.1083, -0.5608], [-0.3859, 0.3248, 0.1240], [0.0411, -0.2553, 0.0749], [0.0680, -0.3749, 0.0496], [-0.5774, -0.0219, 0.4050], [-0.2813, 0.3504, 0.0231], [0.8297, -0.7497, 0.0284], [0.5160, -0.1017, -0.1406], [0.4103, -0.2223, -0.2921], [-0.4824, 0.5868, 0.3963], [-0.4671, -0.5615, 0.6212], [0.5307, 0.9313, -0.5852], [-0.0060, -0.1181, -0.3535], [0.3869, -0.1240, 0.1850], [0.0695, 0.3216, -0.6460], [-0.7622, 0.0759, 0.3365], [0.5987, 0.7916, 0.5446], [0.8098, 0.0883, 0.5526], [-1.4088, -0.6747, -1.1143], [-0.4967, 0.2535, 0.2024], [-0.0597, 0.0058, -0.1851], [0.4790, -0.6531, -0.2904]]}

No. 7
{"formula": "C4H9INO3S", "method": "the ωB97M-V functional and the def2-TZVPD basis", "homo_ev": -14.90, "e_above_lowest_ev": 0.305, "charge": 1, "largest_force_ev_per_a": 3.82, "symbols": ["C", "C", "C", "C", "N", "O", "O", "O", "S", "I", "H", "H", "H", "H", "H", "H", "H", "H", "H"], "positions_angstrom": [[0.787, 1.395, 0.897], [2.011, -0.554, 0.166], [0.293, 0.158, -1.361], [0.696, 0.121, 0.057], [-0.313, -0.572, 0.860], [-0.114, -0.890, 1.964], [-3.771, -2.258, -0.924], [-1.433, -0.720, 0.343], [-3.890, -1.403, 0.189], [-4.408, 0.905, -0.466], [1.590, 2.041, 0.564], [-0.087, 2.155, 0.781], [1.193, 1.121, 1.878], [2.737, 0.079, -0.336], [1.995, -1.440, -0.480], [2.276, -0.582, 1.132], [1.185, 0.268, -1.909], [-0.215, -0.748, -1.697], [-0.531, 0.922, -1.658]], "forces_ev_per_angstrom": [[-0.1325, 2.6245, -0.8212], [-0.1304, -0.1361, -3.7974], [-3.2404, 1.2752, -1.3544], [0.1719, 1.3781, 0.5862], [-2.2193, -1.0325, -0.6718], [1.0211, -0.7643, 2.3209], [0.0761, -0.3578, -0.6227], [-0.9614, 0.0716, -1.0012], [0.1769, 1.9856, 0.4618], [0.3448, -1.5325, 0.3926], [0.4487, -0.1052, -0.7686], [0.9795, -1.8492, 0.8765], [-1.1195, 0.2579, 0.1516], [0.0411, 0.3169, -0.0009], [0.2203, -0.4365, 0.9374], [1.2405, -1.1664, 3.4215], [0.7548, 0.5133, -1.0979], [0.5425, -0.3142, 0.2865], [1.7852, -0.7285, 0.7013]]}

No. 8
{"formula": "C3H11N5O", "method": "the ωB97M-V functional and the def2-TZVPD basis", "homo_ev": [-7.92, -7.92], "e_above_lowest_ev": 4.373, "largest_force_ev_per_a": 0.66, "symbols": ["C", "C", "N", "C", "N", "N", "N", "N", "O", "H", "H", "H", "H", "H", "H", "H", "H", "H", "H", "H"], "positions_angstrom": [[0.282, -0.299, -0.291], [1.718, -0.083, 0.828], [-0.638, 0.175, 0.562], [-2.656, -0.238, -0.395], [-3.520, -0.282, 0.633], [0.649, 0.407, -1.507], [1.941, 1.287, 1.087], [2.803, -0.681, 0.159], [-2.771, -0.685, -1.504], [-1.670, 0.507, -0.071], [0.349, -1.382, -0.479], [1.427, -0.632, 1.717], [-3.182, -0.035, 1.549], [-4.374, -0.816, 0.548], [0.310, -0.076, -2.330], [0.256, 1.342, -1.497], [2.749, -1.690, 0.148], [2.372, 1.758, 0.300], [1.078, 1.755, 1.334], [2.878, -0.333, -0.793]], "forces_ev_per_angstrom": [[0.5177, -0.0591, -0.0718], [-0.5756, -0.0769, -0.3125], [0.1139, -0.0421, 0.2092], [0.3305, -0.0883, -0.1002], [0.0025, 0.0059, 0.0160], [-0.0436, -0.0184, 0.1548], [-0.0561, -0.0122, -0.0263], [0.0064, 0.0484, -0.0196], [0.0617, 0.1622, 0.3762], [-0.3862, 0.0278, -0.2391], [-0.0231, 0.0475, 0.0229], [0.0107, 0.0091, -0.0088], [0.0004, -0.0147, -0.0908], [0.1109, 0.0498, -0.0272], [-0.0145, 0.0274, 0.0615], [-0.0087, -0.0445, 0.0057], [-0.0294, 0.0635, 0.0021], [-0.0136, -0.0536, 0.0090], [0.0414, -0.0171, -0.0195], [-0.0453, -0.0149, 0.0584]]}